ORCA calculation (ωB97M-V with the def2-TZVPD basis set) on C19H23F5NPPd as an isolated structure in a non-equilibrium geometry.

Energy relative to the best compared isomer or geometry (same formula, charge and spin)   0.000 eV
Orbital gap (spin up / spin down)   0.233 / 0.261 Eh
⟨S²⟩   2.0077
Max |F|   0.083 Eh/bohr
Spin multiplicity   3

Last column: Mulliken charge in e.
Positions of all 50 atoms, in Å:
C: 4.39981 -1.11537 -2.00522  -0.891
C: 3.47389 -0.48430 -2.82030  -0.775
C: 2.20646 -0.12231 -2.32564  1.321
C: 1.91683 -0.33856 -0.98005  0.099
C: 2.82371 -1.00651 -0.16795  1.153
C: 4.07924 -1.36783 -0.67784  -0.807
C: 1.23925 0.58126 -3.23418  -0.847
C: -0.12948 -0.08852 -3.52153  -0.963
N: -0.70256 -0.84654 -2.42462  0.640
Pd: 0.29283 0.54897 -0.17145  -1.968
C: 2.48396 -1.31762 1.27321  -1.049
P: 0.77237 -1.84203 1.45461  1.097
H: 3.71413 -0.24323 -3.85928  0.375
H: 4.78675 -1.87185 -0.00632  0.373
H: 5.38185 -1.41166 -2.40308  0.347
H: 2.65372 -0.45783 1.93306  0.446
H: 3.07108 -2.16429 1.64548  0.467
H: 1.04604 1.59277 -2.85440  0.166
H: 1.71273 0.70397 -4.21771  0.442
H: -0.83578 0.71549 -3.76119  0.496
C: 0.13877 -1.86714 3.11172  -1.267
C: 0.65905 -3.41822 0.67683  -1.443
H: -0.02425 -0.77133 -4.38653  0.339
C: -0.28686 -2.24086 -2.39753  -1.122
C: -2.15420 -0.70474 -2.29727  -1.161
H: 0.24233 -0.10437 1.37328  0.323
H: -0.63250 -2.74113 -3.31883  0.362
H: 0.80635 -2.29645 -2.33420  0.352
H: -0.72462 -2.73952 -1.52249  0.166
H: -2.67604 -1.18069 -3.15019  0.350
H: -2.47841 -1.17187 -1.36019  0.282
H: -2.40338 0.36421 -2.22704  0.329
H: 1.17820 -4.11450 1.35692  0.477
H: -0.38326 -3.72766 0.56002  0.338
H: 1.16472 -3.43056 -0.29262  0.352
H: 0.70169 -2.63473 3.65125  0.415
H: 0.24647 -0.88960 3.60554  0.406
H: -0.92967 -2.14394 3.08516  0.386
H: -0.33731 -0.96517 0.67098  -0.066
F: -0.81016 2.68312 -2.45356  -0.270
C: -1.10602 3.03958 -1.15844  1.100
C: -0.86767 2.21637 -0.07136  -0.924
C: -1.30499 2.63696 1.16599  0.818
F: -1.16861 1.84331 2.25966  -0.267
C: -1.89200 3.88726 1.33473  -0.035
F: -2.27710 4.28399 2.56255  -0.317
C: -2.07894 4.72881 0.24821  0.585
F: -2.62558 5.95223 0.40599  -0.304
C: -1.68555 4.29620 -1.00631  -0.017
F: -1.85660 5.08379 -2.10065  -0.310

Force components x, y, z for each atom (eV/Å):
0.54 -0.10 0.05
-0.62 0.11 -0.13
0.89 -0.09 -0.28
-0.02 -0.17 0.12
0.76 -0.15 -0.44
-0.07 -0.47 0.48
-0.16 0.25 -0.47
0.10 -0.21 -0.05
-0.20 0.20 1.03
0.13 -1.28 -0.77
0.23 0.07 0.31
-2.13 2.75 -2.51
0.00 -0.19 0.28
-0.15 0.17 -0.39
-0.52 0.20 0.24
-0.09 -0.17 -0.06
0.17 0.05 0.00
0.09 -0.32 0.02
-0.01 0.11 0.18
0.23 -0.29 -0.19
-0.19 -0.36 0.69
0.51 -1.80 0.56
-0.08 0.31 -0.02
-0.13 0.36 -0.20
0.38 0.10 -0.10
0.68 2.12 1.67
0.10 -0.21 0.13
-0.26 -0.09 -0.09
0.06 0.13 -0.30
-0.07 0.18 0.22
0.00 -0.02 -0.19
0.01 -0.37 -0.15
-0.16 -0.30 -0.38
0.20 0.07 0.08
-0.07 0.21 0.22
-0.18 0.06 0.24
0.05 -0.41 -0.31
0.48 0.07 0.02
0.65 -1.91 -0.18
-0.08 0.12 0.86
-0.36 0.54 0.48
-0.58 0.18 -0.14
-0.21 0.89 -0.57
-0.11 0.40 -0.10
-0.01 -0.34 0.64
-0.05 0.13 -0.20
-0.02 0.25 -0.06
0.19 -0.53 -0.01
0.13 -0.02 -0.94
-0.06 -0.22 0.73